{"formula": "C35H33F5N8STi", "method": "the ωB97M-V functional and the def2-TZVPD basis", "species": ["H", "C", "H", "S", "H", "C", "C", "C", "H", "H", "C", "H", "N", "H", "F", "H", "N", "H", "H", "C", "C", "H", "F", "Ti", "H", "H", "C", "H", "H", "C", "H", "C", "C", "F", "H", "H", "C", "C", "C", "C", "C", "C", "C", "C", "C", "N", "C", "C", "H", "H", "N", "C", "C", "C", "N", "C", "H", "C", "C", "H", "C", "H", "H", "H", "H", "H", "F", "H", "C", "N", "N", "H", "N", "H", "C", "F", "H", "H", "C", "C", "C", "C", "H"], "positions_angstrom": [[1.10267, -3.97353, 0.27006], [-0.53886, 0.46500, -2.44930], [1.09572, -2.08781, 2.30918], [-1.74337, -2.47695, -1.91627], [-0.65586, 1.89545, -6.12038], [-2.43021, -1.62075, 1.66376], [-1.77696, -4.24409, 2.27054], [-1.52240, 1.93997, -4.14309], [-3.82984, -4.74867, 1.79545], [-2.03083, -4.80573, -2.42856], [-2.92934, 1.99229, 1.57769], [1.93381, -1.44712, -0.90513], [1.32773, -1.95694, -0.26836], [-3.47288, -1.06642, -2.80748], [1.77694, 4.66878, -2.25768], [3.51559, -3.59255, 3.00413], [-2.88511, -0.38866, 1.44156], [2.03047, -4.39034, 2.49325], [-5.73780, 3.84888, 1.75281], [1.51887, 2.49520, -1.30746], [1.66821, 2.50473, 1.93162], [-3.34726, -3.83175, -3.13213], [0.27024, 2.84533, -0.93377], [0.51787, 0.26680, 0.26388], [3.36220, -0.27643, 1.58471], [1.01191, 0.16425, -5.49766], [3.26670, 0.98883, -1.36761], [-1.46551, -5.25020, 2.52162], [1.61422, -2.40266, 3.82571], [-4.68330, 3.59335, 1.75189], [-3.34315, -4.20697, -1.37970], [-4.29211, 2.28131, 1.56478], [2.61736, -3.45937, 2.38874], [5.33697, 1.59307, -2.38486], [3.67314, -2.46883, 0.76543], [0.10636, -3.38543, 2.72259], [4.03245, 2.96013, 2.23094], [-3.16424, -1.36858, -1.80637], [-3.41209, -2.66067, 1.58063], [1.89168, -3.30316, -0.07348], [1.95438, 1.21262, -0.98268], [3.05588, -3.35753, 0.92212], [-3.72915, 4.61004, 1.94300], [2.73825, 3.39837, 2.20793], [4.07010, 1.89911, -2.02341], [1.91779, -2.28840, 2.86809], [-0.68328, 2.35692, 1.74275], [4.27464, 1.59628, 2.00195], [2.48081, 4.43027, 2.40169], [-2.17809, 1.81785, -2.10447], [0.44204, 3.03702, 1.95737], [3.56589, 3.14677, -2.33005], [0.34612, 0.01482, -3.47294], [-2.72428, -3.98461, -2.24924], [-1.15275, -1.91774, 2.03919], [-3.08948, -3.95765, 1.86100], [-3.96991, -1.88302, -1.28443], [-0.89417, -3.18490, 2.34996], [3.20638, 0.78004, 1.73186], [-2.83912, -0.50756, -1.23294], [-2.37578, 4.32727, 1.95264], [5.27736, 1.19047, 2.03756], [0.41778, -2.02678, -0.71924], [-4.41721, -2.36910, 1.30659], [-4.06938, 5.63127, 2.07920], [-1.64192, 5.11240, 2.09163], [4.32868, 4.05714, -2.96166], [-2.24766, 2.70661, -4.40136], [0.30172, 0.52089, -4.75626], [-0.46577, -0.00617, -1.19491], [-0.85256, 1.00253, 1.54155], [-5.00884, 1.48449, 1.40801], [1.92434, 1.18260, 1.64590], [3.66863, -4.24112, 0.71684], [-2.20728, 0.75099, 1.46913], [3.82281, -0.24105, -1.11993], [4.84790, 3.64590, 2.43016], [1.08540, -0.73249, -3.20484], [2.26380, 3.45101, -1.96467], [-1.49300, 1.44006, -2.85583], [-0.63224, 1.48917, -5.11525], [-1.97077, 3.00688, 1.77578], [2.24201, -3.69144, -1.03952]], "atomic_forces_ev_per_a": [[-0.2, 0.0, 0.0], [-0.2, -0.1, -0.6], [0.2, 0.4, 0.0], [-0.4, -0.6, 0.0], [0.0, 0.0, 0.0], [0.2, 0.0, 0.1], [-0.1, -0.1, 0.0], [0.0, 0.0, -0.1], [0.0, 0.0, 0.0], [0.0, 0.0, 0.0], [0.3, 0.2, 0.0], [-0.1, 0.0, -0.1], [0.4, -0.3, 0.2], [-0.1, 0.0, 0.0], [-0.1, 0.1, 0.0], [0.0, 0.0, 0.0], [-0.2, 0.1, -0.3], [0.0, -0.1, -0.1], [0.0, 0.0, 0.0], [0.1, -0.5, 0.0], [-0.6, -0.3, 0.1], [0.0, -0.1, 0.0], [-0.1, 0.4, -0.2], [-0.4, -2.3, 0.4], [0.0, -0.2, -0.2], [0.0, 0.0, 0.0], [-0.8, -0.1, 0.0], [0.0, 0.0, 0.0], [0.0, 0.0, 0.0], [-0.1, -0.1, 0.0], [-0.1, -0.1, 0.0], [-0.1, 0.1, 0.0], [0.3, -0.1, -0.1], [0.1, 0.0, 0.0], [0.1, 0.0, 0.1], [-0.4, -0.2, -0.1], [-0.5, 0.1, 0.0], [0.2, -0.1, -0.1], [0.0, -0.1, -0.1], [0.2, 0.1, 0.0], [1.5, 1.3, -1.1], [-0.4, 0.2, 0.2], [0.1, 0.1, 0.0], [0.6, 0.1, 0.2], [0.1, 0.0, -0.1], [0.5, 0.4, -0.1], [0.0, -0.1, 0.3], [0.2, -0.2, 0.1], [-0.1, 0.0, -0.1], [0.0, 0.0, 0.0], [0.3, 0.2, -0.1], [-0.2, -0.1, 0.2], [-0.1, 0.1, 0.1], [0.4, 0.4, 0.0], [-0.1, 0.0, 0.0], [0.1, 0.1, 0.0], [0.0, 0.0, 0.1], [-0.2, -0.5, 0.1], [-0.1, 0.0, 0.2], [0.0, 0.1, 0.0], [0.0, 0.2, 0.0], [0.0, -0.1, 0.0], [0.0, 0.0, -0.1], [0.0, 0.0, 0.0], [0.0, 0.0, 0.0], [0.0, 0.0, 0.0], [0.1, 0.1, -0.1], [0.0, 0.0, 0.0], [0.0, 0.0, -0.1], [-0.3, 0.3, -0.9], [-1.1, 1.0, 1.1], [0.0, 0.0, 0.0], [0.7, 1.0, 0.9], [0.0, 0.0, -0.1], [0.0, -0.2, 0.4], [0.2, -0.1, 0.0], [0.0, 0.0, 0.0], [0.0, 0.0, 0.0], [0.2, -0.1, -0.1], [0.1, -0.1, 0.1], [0.0, 0.1, -0.1], [-0.2, -0.3, -0.2], [0.0, -0.1, 0.1]], "charge": -2, "energy_ha": -3538.59799, "relative_energy_ev": 1.5447, "multiplicity": 3, "e_lumo_ev": [4.323, 4.319], "homo_lumo_gap_ev": [4.14, 5.64]}